[1]
A structure of composition C47H35KN10O8S6, computed with ωB97M-V/def2-TZVPD.

Structure (ORCA input):
```
! RIJCOSX wB97M-V def2-TZVPD def2/J DEFGRID3
* xyz -2 1
K -0.130 -0.419 0.879
O -6.247 1.855 0.966
C -4.935 1.651 1.294
C -4.014 2.690 1.300
C -2.702 2.414 1.643
N -2.274 1.168 1.888
C -3.191 0.186 1.955
C -4.534 0.383 1.670
C -2.727 -1.173 2.510
O -3.273 -1.489 3.579
O -1.827 -1.792 1.886
C -1.719 3.580 1.828
O -1.269 3.714 2.994
O -1.518 4.308 0.836
H -6.344 2.771 0.687
H -4.295 3.708 1.052
H -5.236 -0.434 1.746
N -1.286 -3.517 -2.958
C -0.111 -3.810 -2.359
N 0.505 -3.013 -1.534
C 1.722 -3.535 -1.163
C 2.048 -4.737 -1.699
S 0.765 -5.281 -2.719
C 2.592 -2.747 -0.280
C 3.574 -3.241 0.512
S 4.383 -1.942 1.315
C 3.310 -0.819 0.526
N 2.439 -1.377 -0.259
N 3.423 0.533 0.686
H -1.949 -2.954 -2.413
H -1.786 -4.253 -3.434
H 2.970 -5.281 -1.589
H 3.827 -4.272 0.695
H 3.753 0.827 1.595
H 2.576 1.029 0.420
O 3.629 6.700 -2.465
N 3.093 5.977 -3.285
O 2.985 6.264 -4.464
C 2.489 4.721 -2.818
C 2.402 3.734 -3.736
C 1.887 2.459 -3.372
C 1.708 1.429 -4.314
C 1.172 0.242 -3.903
C 0.842 0.089 -2.544
N 1.011 1.033 -1.645
C 1.518 2.212 -2.041
C 1.612 3.281 -1.063
N 1.194 2.999 0.188
C 1.047 3.994 1.028
C 1.378 5.322 0.710
C 1.913 5.604 -0.512
C 2.044 4.561 -1.457
H 2.725 3.918 -4.751
H 1.982 1.601 -5.349
H 0.997 -0.577 -4.587
H 0.453 -0.859 -2.188
H 0.612 3.769 1.996
H 1.186 6.100 1.436
H 2.196 6.611 -0.771
O 1.237 0.301 2.849
S 0.558 1.520 3.403
C -0.595 0.937 4.697
C -0.021 -0.190 5.489
C 0.545 0.014 6.746
C 1.142 -1.033 7.436
C 1.173 -2.300 6.872
C 0.585 -2.517 5.632
C -0.013 -1.474 4.942
C 1.788 2.334 4.522
C 3.186 2.016 4.098
C 3.959 2.944 3.405
C 5.250 2.628 3.000
C 5.779 1.376 3.281
C 5.008 0.440 3.962
C 3.717 0.754 4.361
H -1.481 0.639 4.136
H -0.845 1.821 5.285
H 0.503 1.000 7.197
H 1.575 -0.858 8.414
H 1.637 -3.121 7.406
H 0.582 -3.509 5.197
H -0.503 -1.660 3.992
H 1.619 2.016 5.549
H 1.570 3.400 4.439
H 3.541 3.916 3.170
H 5.835 3.356 2.452
H 6.781 1.123 2.958
H 5.406 -0.546 4.165
H 3.102 0.017 4.864
S -7.646 -2.768 -5.980
C -6.438 -2.961 -4.834
S -6.629 -2.434 -3.193
C -4.978 -2.924 -2.785
N -4.375 -3.446 -3.820
N -5.192 -3.461 -4.949
C -4.562 -3.986 -6.111
C -3.174 -3.884 -6.200
C -2.513 -4.403 -7.302
C -3.220 -5.028 -8.320
C -4.599 -5.132 -8.220
C -5.276 -4.618 -7.124
S -4.339 -2.741 -1.230
H -2.628 -3.398 -5.404
H -1.435 -4.315 -7.360
H -2.700 -5.433 -9.179
H -5.165 -5.624 -9.002
H -6.348 -4.701 -7.047
*
```

Results
relative energy (zero: lowest compared OMol25 entry of this formula, charge and spin) = 89.0 kJ/mol
HOMO energy = -2.8 eV

---

[2]
A structure of composition C47H45ClGeMnN5O4Sb, computed with ωB97M-V/def2-TZVPD.

Structure (ORCA input):
```
! RIJCOSX wB97M-V def2-TZVPD def2/J DEFGRID3
* xyz 2 2
Mn 0.014 0.248 0.123
O -3.760 -3.430 -2.022
C -4.239 -2.205 -2.199
O -5.254 -1.989 -2.790
C -3.452 -1.059 -1.612
C -3.917 0.244 -1.495
Cl -5.474 0.806 -1.780
N -2.929 1.040 -1.016
N -1.837 0.275 -0.773
C -2.146 -0.966 -1.158
C -1.034 -1.949 -1.003
O -1.210 -3.133 -0.992
O 0.149 -1.342 -0.804
C -2.910 2.493 -0.902
C -3.572 3.255 -1.851
C -3.526 4.639 -1.765
C -2.805 5.264 -0.757
C -2.133 4.492 0.178
C -2.196 3.106 0.114
H -2.899 -3.439 -1.559
H -4.084 2.793 -2.681
H -4.045 5.228 -2.511
H -2.771 6.344 -0.700
H -1.556 4.965 0.962
H -1.672 2.525 0.846
C 3.488 0.406 2.564
C 2.239 0.578 2.039
N 1.822 -0.121 0.956
C 2.649 -0.995 0.375
C 3.936 -1.227 0.854
C 4.351 -0.501 1.953
C 4.875 -2.138 0.158
C 4.682 -3.382 -0.274
C 3.534 -4.296 -0.038
C 3.528 -5.539 -0.636
C 2.478 -6.393 -0.334
N 1.501 -6.054 0.508
C 1.613 -4.830 1.025
N 2.563 -3.922 0.808
H 3.794 0.990 3.422
H 1.568 1.328 2.430
H 2.291 -1.501 -0.504
H 5.351 -0.648 2.346
H 5.865 -1.717 0.005
H 5.510 -3.838 -0.807
H 4.319 -5.841 -1.309
H 2.422 -7.383 -0.772
H 0.828 -4.539 1.715
C -3.920 0.380 3.621
C -3.203 0.023 2.315
Sb -1.094 0.245 2.457
C -0.794 1.642 4.020
C -0.957 3.098 3.577
C -0.418 -1.618 3.224
C -1.138 -1.990 4.523
H -4.984 0.164 3.516
H -3.826 1.441 3.860
H -3.555 -0.193 4.474
H -3.544 0.651 1.495
H -3.358 -1.017 2.024
H 0.197 1.445 4.429
H -1.528 1.362 4.777
H -0.216 3.379 2.825
H -0.826 3.766 4.431
H -1.947 3.292 3.162
H 0.658 -1.522 3.355
H -0.583 -2.356 2.438
H -1.004 -1.240 5.305
H -0.731 -2.929 4.901
H -2.208 -2.140 4.372
C 0.503 1.660 -0.522
Ge 1.188 2.710 -2.133
C 2.986 2.054 -2.124
C 3.710 2.088 -0.928
C 5.029 1.654 -0.896
C 5.633 1.188 -2.059
C 4.921 1.154 -3.251
C 3.599 1.583 -3.287
C 0.027 1.966 -3.439
C -1.095 2.677 -3.873
C -1.939 2.121 -4.827
C -1.678 0.855 -5.338
C -0.571 0.134 -4.898
C 0.283 0.689 -3.955
C 0.985 4.559 -1.721
C 0.675 5.468 -2.735
C 0.599 6.828 -2.450
C 0.829 7.285 -1.159
C 1.141 6.387 -0.144
C 1.219 5.030 -0.424
H 3.256 2.457 -0.012
H 5.593 1.698 0.029
H 6.665 0.860 -2.038
H 5.396 0.799 -4.157
H 3.059 1.558 -4.226
H -1.318 3.656 -3.466
H -2.797 2.681 -5.182
H -2.335 0.428 -6.086
H -0.371 -0.853 -5.299
H 1.143 0.120 -3.616
H 0.511 5.131 -3.753
H 0.363 7.531 -3.240
H 0.776 8.345 -0.944
H 1.333 6.749 0.859
H 1.461 4.339 0.380
*
```

Results
HOMO energy (spin up / spin down) = -13.7 / -13.7 eV

---

[3]
A cluster of 2 separate species, C16H22B2Cl3NO in total, computed with ωB97M-V/def2-TZVPD.

Structure (ORCA input):
```
! RIJCOSX wB97M-V def2-TZVPD def2/J DEFGRID3
* xyz 0 1
Cl 4.818 -0.327 -2.366
B 4.123 -2.034 -2.561
Cl 4.696 -2.832 -4.157
Cl 4.589 -3.138 -1.120
O 2.637 -1.884 -2.614
C 1.815 -2.863 -2.621
C 0.412 -2.655 -2.851
C -0.432 -3.777 -3.013
C -1.800 -3.615 -3.177
C -2.361 -2.330 -3.191
C -1.529 -1.206 -3.082
C -0.156 -1.352 -2.933
H 2.203 -3.883 -2.522
H 0.039 -4.763 -3.043
H -2.443 -4.491 -3.296
H -3.438 -2.206 -3.286
H -1.958 -0.204 -3.117
H 0.509 -0.487 -2.909
C -1.735 3.792 1.146
C -1.661 2.790 2.305
C -1.461 3.575 3.602
C -3.009 2.065 2.387
C -0.549 1.780 2.043
C 0.554 1.583 2.890
C 1.527 0.644 2.552
N 1.454 -0.102 1.418
B 2.558 -1.153 0.999
H 2.254 -1.639 -0.111
C 0.381 0.067 0.610
C -0.616 0.987 0.880
H -1.946 3.297 0.193
H -2.541 4.508 1.338
H -0.800 4.350 1.048
H -1.452 2.915 4.476
H -0.536 4.161 3.582
H -2.295 4.275 3.721
H -3.016 1.343 3.208
H -3.803 2.796 2.568
H -3.243 1.536 1.457
H 0.691 2.147 3.817
H 2.401 0.468 3.187
H 3.618 -0.587 0.859
H 2.594 -2.054 1.808
H 0.343 -0.566 -0.284
H -1.435 1.070 0.162
*
```

Results
HOMO energy = -9.2 eV

---

In eV Å⁻¹, the largest force on an atom values for the records above are, in order, 1.1; 2.1; 2.9.